Density functional theory data (ωB97M-V with the def2-TZVPD basis set) for C35H32BrMnN4O2Se as an isolated structure.

Values from the calculation:
* multiplicity: 6
* electronic energy: -7849.063067 Ha
* total charge: -1
* gap between HOMO and LUMO (alpha / beta): 6.80 / 5.70 eV
* energy above the lowest of the compared OMol25 structures with the same formula, charge and spin: 0.876 eV

```
76
C35H32BrMnN4O2Se | the OMol25 dataset | ωB97M-V with the def2-TZVPD basis set
Mn -0.1352 0.5507 0.0391
C 0.1025 2.0852 -3.7751
C -0.8334 0.9135 -3.7976
C -1.8283 0.8347 -4.7645
C -2.6449 -0.2786 -4.8572
C -2.4502 -1.3426 -3.9956
C -1.4660 -1.3013 -3.0138
C -1.2039 -2.5105 -2.1695
C -0.6887 -0.1472 -2.8941
N 0.2740 -0.0513 -1.8443
C 1.5586 -0.2906 -2.1918
O 1.9942 -0.6105 -3.2945
C 2.5056 -0.1111 -1.0287
C 3.8893 -0.0733 -1.0802
C 4.5699 0.2011 0.1047
C 3.8895 0.4562 1.2904
C 2.5032 0.4013 1.2584
N 1.8854 0.0775 0.1298
C 1.5569 0.6627 2.4111
O 2.0108 0.7868 3.5455
N 0.2623 0.6855 2.0227
C -0.6844 0.6460 3.0892
C -1.2212 1.8347 3.5941
C -0.8035 3.1600 3.0303
C -2.1290 1.7604 4.6413
C -2.4967 0.5407 5.1811
C -1.9549 -0.6284 4.6742
C -1.0457 -0.5940 3.6263
C -0.4810 -1.8584 3.0573
H -0.2713 2.8823 -4.4184
H 1.0855 1.7785 -4.1377
H 0.2340 2.4845 -2.7695
H -1.9531 1.6614 -5.4546
H -3.4252 -0.3215 -5.6073
H -3.0695 -2.2282 -4.0769
H -2.0934 -3.1380 -2.1124
H -0.9112 -2.2477 -1.1540
H -0.3947 -3.0960 -2.6137
H 4.3890 -0.2439 -2.0227
H 5.6526 0.2369 0.0975
H 4.3892 0.6986 2.2170
H 0.2827 3.2640 3.0361
H -1.2396 3.9768 3.6055
H -1.1234 3.2593 1.9918
H -2.5479 2.6772 5.0397
H -3.2083 0.5010 5.9959
H -2.2478 -1.5864 5.0872
H -0.9906 -2.7293 3.4704
H 0.5873 -1.9536 3.2640
H -0.6125 -1.8706 1.9715
C 0.1259 6.7913 -0.7568
C -0.0601 5.3085 -0.6458
C -1.2799 4.6874 -0.8961
C -1.3761 3.3084 -0.7703
C -0.2573 2.5725 -0.4041
Br -2.4997 -0.1991 0.3020
N 0.9239 3.1663 -0.1680
C 1.0023 4.4789 -0.2887
H -0.8369 7.2998 -0.8218
H 0.7012 7.0614 -1.6451
H 0.6562 7.1926 0.1085
H -2.1438 5.2800 -1.1744
H -2.3101 2.7905 -0.9486
H 1.9754 4.9229 -0.0816
Se 1.8458 -3.2327 0.4633
C 1.1606 -4.9747 0.3730
C 0.6616 -5.4810 -0.8298
C 0.1498 -6.7634 -0.8897
C 0.1202 -7.5550 0.2499
C 0.6073 -7.0625 1.4532
C 1.1259 -5.7823 1.5154
H 0.6780 -4.8515 -1.7092
H -0.2356 -7.1451 -1.8263
H -0.2873 -8.5569 0.2011
H 0.5801 -7.6765 2.3445
H 1.5057 -5.3841 2.4471
```